{"formula": "C32H32GaN5O6S", "method": "the ωB97M-V functional and the def2-TZVPD basis", "gap_ev": 6.00, "e_homo_ev": -12.060, "charge": 2, "energy_ha": -4286.1417, "de_lowest_kj_mol": 62.7, "species": ["Ga", "C", "C", "C", "C", "C", "N", "C", "C", "C", "N", "C", "C", "C", "C", "C", "C", "C", "C", "N", "C", "C", "C", "N", "C", "C", "C", "C", "O", "C", "O", "H", "H", "H", "H", "H", "H", "H", "H", "H", "H", "H", "H", "H", "H", "H", "H", "H", "H", "H", "H", "H", "H", "H", "H", "H", "H", "H", "H", "O", "C", "O", "S", "O", "N", "C", "O", "C", "C", "C", "C", "C", "C", "H", "H", "H", "H"], "xyz": [[-0.92544, 0.63012, 0.72474], [1.04376, -0.05618, -5.76586], [0.80056, -0.10748, -4.29446], [1.68876, 0.37262, -3.39146], [1.50676, 0.30662, -1.97356], [2.58436, 0.55902, -1.18846], [2.73176, 0.57132, 0.16504], [4.03376, 0.23792, 0.72454], [4.37886, 0.96062, 2.02984], [4.78266, 2.42742, 1.84254], [3.72406, 3.20012, 1.22124], [2.48656, 3.24032, 1.60164], [1.89956, 2.80222, 2.82684], [2.39676, 3.02332, 4.11614], [1.61706, 2.74522, 5.23004], [2.12146, 3.03712, 6.60494], [0.34546, 2.20202, 5.05164], [-0.16594, 1.88402, 3.79304], [-1.50244, 1.36782, 3.64494], [-2.00684, 0.90262, 2.56424], [-3.40234, 0.55782, 2.46784], [-4.03154, 1.37392, 1.32044], [-4.27334, 0.56222, 0.04874], [-3.11984, -0.21018, -0.34396], [-2.88574, -0.36038, -1.56706], [-0.69654, -0.71498, -2.50476], [-0.41734, -0.69178, -3.81256], [0.10646, 0.00732, -1.45426], [-0.59124, 1.14822, -1.09636], [0.62356, 2.18162, 2.65914], [0.28146, 1.86152, 1.45464], [2.10786, -0.02168, -5.97836], [0.58636, 0.83762, -6.18746], [0.61266, -0.92248, -6.25856], [2.62036, 0.79342, -3.74196], [3.50166, 0.80042, -1.71416], [1.93966, 0.25312, 0.71484], [4.78446, 0.47682, -0.03216], [4.08066, -0.84068, 0.91514], [5.23966, 0.45292, 2.46434], [3.55006, 0.88152, 2.73414], [5.65596, 2.49172, 1.19304], [5.04436, 2.85312, 2.81274], [3.94256, 3.60752, 0.31774], [1.76856, 3.62272, 0.87854], [3.35506, 3.50242, 4.24814], [2.75976, 3.91672, 6.61474], [2.71066, 2.19652, 6.96934], [1.29776, 3.18812, 7.29694], [-0.25944, 2.00592, 5.92404], [-2.12984, 1.41772, 4.53864], [-3.91444, 0.74802, 3.41804], [-3.46954, -0.50978, 2.23194], [-3.37214, 2.21692, 1.08544], [-4.99004, 1.78392, 1.64004], [-4.60994, 1.22292, -0.75806], [-5.06944, -0.17128, 0.23394], [-3.41264, 0.09772, -2.40586], [-1.09324, -1.11998, -4.53966], [0.59456, -2.02328, -0.11786], [0.16036, -0.92798, -0.22246], [-3.41214, -4.06178, -4.81236], [-4.42954, -2.70118, -4.75506], [-5.52224, -2.95548, -3.87986], [-3.36584, -1.77168, -3.72376], [-2.55654, -2.29348, -2.93016], [-1.90494, -1.31028, -1.94756], [-2.18434, -3.65638, -2.77846], [-1.40984, -4.19188, -1.73436], [-1.19794, -5.54888, -1.65816], [-1.75764, -6.40548, -2.60426], [-2.51064, -5.90388, -3.64606], [-2.72354, -4.53498, -3.75876], [-0.98654, -3.53678, -0.99056], [-0.60774, -5.95478, -0.85316], [-1.60634, -7.47058, -2.51926], [-2.95124, -6.55508, -4.38306]], "atomic_forces_ev_per_a": [[0.4362, -0.4453, 0.6954], [-0.0695, 0.1578, -0.0306], [0.8037, 0.4281, 0.4721], [-0.2638, -0.2487, -0.6369], [-0.2435, -0.0131, 0.3842], [-0.1685, -0.1266, -0.3609], [-0.3321, 0.0496, 0.2219], [0.1555, -0.2559, 0.2925], [0.0076, 0.0805, -0.4393], [0.3923, -0.6122, 0.6691], [-0.6308, 0.5077, -0.1329], [0.0735, 0.1041, -0.6355], [-0.5125, -0.3730, 0.5247], [-0.4292, 0.0345, -0.2292], [-0.0477, 0.0099, -0.0176], [0.1482, -0.1066, 0.1729], [0.1628, -0.0190, -0.3338], [0.5403, 0.3076, -0.1037], [-0.1014, -0.0388, 0.0679], [0.7256, -0.1144, -1.0816], [-0.7168, -0.1356, -0.0092], [0.0018, -0.1599, -0.0827], [-0.7173, 0.4092, 0.0797], [0.9466, -0.7198, -0.9718], [-1.5790, 1.1403, 1.3702], [1.5360, 0.7183, -0.6958], [-0.7895, -0.4415, 0.5504], [0.5959, -0.7002, -1.3200], [-0.6607, 0.1930, 1.2084], [0.3107, -0.1123, 0.2235], [0.2500, 0.5426, -0.3032], [0.0656, -0.0148, -0.0844], [-0.0510, 0.0302, -0.1830], [0.0166, -0.1039, -0.1523], [0.1286, 0.0081, -0.1362], [0.0690, 0.0044, -0.0247], [0.2543, 0.1142, -0.1182], [0.0226, -0.1075, 0.0086], [0.1322, 0.0639, -0.1107], [-0.0296, -0.0032, 0.1167], [0.0987, -0.0967, 0.0495], [-0.0512, 0.0877, 0.0749], [0.0793, 0.1133, -0.1540], [-0.1664, -0.0257, 0.1243], [0.2299, 0.0677, -0.1053], [0.1419, 0.0403, 0.0546], [-0.0025, 0.0764, 0.0539], [0.0552, -0.0290, 0.1130], [0.0034, 0.0727, 0.0812], [-0.1158, -0.0162, 0.1573], [-0.0781, -0.0552, -0.0843], [0.0735, -0.0726, -0.1390], [-0.0671, 0.0757, 0.1712], [-0.1540, 0.0730, 0.0870], [0.0708, 0.0786, -0.0609], [-0.0609, -0.0536, 0.0642], [0.1181, 0.1265, -0.0107], [0.2918, -0.1584, 0.0715], [-0.0104, -0.0254, -0.0393], [0.2631, -0.2608, -0.1264], [-1.0480, 0.8049, 1.3144], [-0.7373, 0.5564, -0.8053], [1.6650, -0.5528, 0.7491], [-0.6663, -0.2029, 0.1799], [0.2108, 0.4742, 0.0947], [-0.9542, -0.6306, -0.9961], [-0.0250, -0.5272, -0.6637], [0.1472, -0.6172, 0.0831], [-0.1051, 0.0335, -0.1300], [0.0296, 0.1060, 0.0962], [-0.0238, 0.2648, -0.0515], [-0.1313, 0.1283, -0.2213], [0.4047, 0.1722, 1.0810], [0.0474, 0.0758, 0.0737], [0.0713, -0.0109, 0.0958], [0.0083, -0.0823, -0.0303], [-0.0458, -0.0621, -0.1162]], "lowdin_charge": [0.680, -0.037, -0.247, 0.017, -0.106, -0.049, 0.012, -0.162, -0.141, -0.131, 0.111, 0.035, -0.121, 0.052, -0.241, -0.031, 0.059, -0.101, -0.015, -0.007, -0.184, -0.142, -0.183, 0.097, -0.084, -0.077, 0.076, -0.466, -0.093, -0.255, -0.054, 0.086, 0.092, 0.083, 0.129, 0.133, 0.106, 0.127, 0.134, 0.130, 0.107, 0.138, 0.125, 0.178, 0.168, 0.133, 0.089, 0.096, 0.088, 0.135, 0.155, 0.132, 0.131, 0.119, 0.128, 0.136, 0.148, 0.174, 0.129, 0.117, -0.258, -0.215, 1.059, -0.357, -0.016, -0.231, -0.004, -0.072, 0.021, -0.040, -0.016, 0.032, -0.244, 0.101, 0.118, 0.125, 0.136]}